Record 1
C2H3FO2 | ωB97M-V/def2-TZVPD

The geometry in XYZ format:
```
8
Properties=species:S:1:pos:R:3:mulliken_spin:R:1
C 0.2484 -0.6746 -0.8548 0.81
C 0.0376 0.1468 0.3432 0.10
O 1.2714 0.3022 -0.4643 0.63
O -0.9353 1.0714 0.4460 0.20
F 0.2349 -0.5082 1.5332 0.07
H 0.3748 -1.6872 -0.5685 0.11
H -0.5011 -0.3547 -1.6804 0.05
H -0.7308 1.7044 1.2456 0.03
```

- Kohn-Sham gap (alpha / beta): 0.15003 / 0.27048 Ha
- Spin multiplicity: 3
- <S²>: 2.0067
- F_max: 8.42 eV Å⁻¹
- Total charge: 0

=====

Record 2
C2H3FO3S | ωB97M-V/def2-TZVPD

The geometry in XYZ format:
```
10
Properties=species:S:1:pos:R:3:mulliken_charge:R:1
C 0.1806 1.1165 0.2916 0.29
C -0.0452 -0.1149 -0.3783 -0.88
O 0.1222 2.2118 -0.2402 -0.44
O -3.5127 -1.0459 0.9698 -0.41
O -3.8375 -0.0980 -1.3205 -0.42
F -3.1820 1.3938 0.5880 -0.23
S -3.1202 -0.1526 -0.0802 1.00
H 0.4531 1.0280 1.3615 0.32
H 0.0681 -1.0552 0.1329 0.38
H -0.1566 -0.1180 -1.4493 0.38
```

- Kohn-Sham gap (alpha / beta): 0.30683 / 0.25871 Ha
- F_max: 2.02 eV Å⁻¹
- Total charge: 0

=====

Record 3
C2H3FSi | ωB97M-V/def2-TZVPD

The geometry in XYZ format:
```
7
Properties=species:S:1:pos:R:3:mulliken_charge:R:1
F -2.3715 0.3971 0.0245 -0.21
C -0.9915 0.0830 -0.0356 -0.08
C -0.1814 -0.9709 -0.0410 -0.19
Si 0.7992 0.6666 0.0034 0.25
H -0.2331 -2.1139 0.1014 0.32
H 1.6611 0.9549 1.2273 -0.05
H 1.3171 0.9831 -1.2800 -0.06
```

- Kohn-Sham gap: 0.38673 Ha
- Structure (SMILES): FC1=C[SiH2]1
- F_max: 2.93 eV Å⁻¹
- Total charge: 0

=====

Record 4
C2H3IN2 | ωB97M-V/def2-TZVPD

The geometry in XYZ format:
```
8
Properties=species:S:1:pos:R:3:mulliken_charge:R:1
C 1.1517 0.1763 -0.1978 -0.22
C -2.6888 -0.0467 -0.0996 -0.12
N 0.1646 -0.5599 -0.3042 -0.25
N -1.8336 0.8237 -0.1034 -0.37
I -4.9153 0.1623 -0.1192 0.00
H 1.9799 -0.3713 0.1923 0.29
H 1.0177 1.3126 -0.0621 0.27
H -2.3648 -1.0782 0.1757 0.40
```

- Kohn-Sham gap (alpha / beta): 0.21888 / 0.21885 Ha
- F_max: 2.98 eV Å⁻¹
- Total charge: 0

=====

Record 5
C2H3IN2 | ωB97M-V/def2-TZVPD

The geometry in XYZ format:
```
8
Properties=species:S:1:pos:R:3:mulliken_spin:R:1
C -1.1479 0.4816 1.2446 0.61
C 0.9605 -0.2791 -1.0803 0.23
N -0.1632 0.7237 0.5222 0.74
N 0.4845 -0.4760 0.0460 0.30
I 2.0665 -1.9458 -1.9225 0.05
H -1.7174 1.3842 1.3855 0.05
H -1.3385 -0.5305 1.4876 0.03
H 0.8555 0.6420 -1.6833 0.00
```

- Kohn-Sham gap (alpha / beta): 0.21454 / 0.23867 Ha
- Spin multiplicity: 3
- <S²>: 2.0118
- F_max: 7.66 eV Å⁻¹
- Total charge: 0

=====

Record 6
C2H3IN2O | ωB97M-V/def2-TZVPD

The geometry in XYZ format:
```
9
Properties=species:S:1:pos:R:3:mulliken_charge:R:1
C 0.5351 -0.3954 0.7856 -0.02
C -0.5692 -0.2578 -0.8185 0.57
N 1.0915 0.4392 1.4853 -0.54
N -0.6087 1.0219 -1.1292 -0.31
O -1.0171 -1.2513 -1.2537 -0.43
I 0.5299 -2.5324 1.1377 -0.03
H 1.5275 0.1050 2.2972 0.30
H -0.5073 1.7081 -0.5003 0.21
H -0.9819 1.1626 -2.0040 0.24
```

- Kohn-Sham gap: 0.35522 Ha
- F_max: 4.86 eV Å⁻¹
- Total charge: 0

=====

Record 7
C2H3INOS | ωB97M-V/def2-TZVPD

The geometry in XYZ format:
```
9
Properties=species:S:1:pos:R:3:mulliken_charge:R:1
C 0.4935 0.1525 0.2409 0.52
C -0.5993 0.6410 0.4217 -0.48
N 1.6952 -0.6178 0.0040 -0.29
O -2.2839 2.0114 -0.8571 -0.38
S -2.3282 1.2351 0.3487 0.31
I -2.9175 -1.0846 -0.2070 0.09
H 2.2907 -0.2130 0.7286 0.41
H 1.8863 -0.4994 -1.0370 0.42
H 1.7632 -1.6251 0.3574 0.40
```

- Kohn-Sham gap: 0.31994 Ha
- F_max: 1.91 eV Å⁻¹
- Total charge: +1

=====

Record 8
C2H3IO | ωB97M-V/def2-TZVPD

The geometry in XYZ format:
```
7
Properties=species:S:1:pos:R:3:mulliken_charge:R:1
C 0.7830 0.9206 -1.1914 -0.20
C 0.2305 -0.0389 -0.2236 -0.81
O -1.7237 2.4799 -0.2248 -0.67
I -0.3051 2.7242 -1.3180 0.74
H -0.8220 -0.3880 -0.4904 0.31
H 0.0704 0.2623 0.7944 0.35
H 0.7015 -1.1110 -0.3116 0.27
```

- Kohn-Sham gap (alpha / beta): 0.28804 / 0.28802 Ha
- F_max: 3.49 eV Å⁻¹
- Total charge: 0

=====

Record 9
C2H3IO2 | ωB97M-V/def2-TZVPD

The geometry in XYZ format:
```
8
Properties=species:S:1:pos:R:3:mulliken_charge:R:1
C 1.0179 0.2433 0.5568 0.01
C -0.6960 -0.0525 -0.1950 0.05
O -0.1653 1.0063 0.4800 -0.31
O 0.4331 -0.8237 -0.1488 -0.26
I -2.5278 -0.8591 0.4258 0.06
H 1.8705 0.7073 0.0493 0.22
H 1.2785 -0.0456 1.5851 0.21
H -1.2110 -0.1760 -2.7533 0.03
```

- Kohn-Sham gap (alpha / beta): 0.27216 / 0.34763 Ha
- F_max: 1.51 eV Å⁻¹
- Total charge: 0

=====

Record 10
C2H3IO2 | ωB97M-V/def2-TZVPD

The geometry in XYZ format:
```
8
Properties=species:S:1:pos:R:3:mulliken_charge:R:1
O -0.5468 1.7352 -0.1682 -0.36
C -1.1952 1.0973 0.5787 -0.03
I -2.8019 -0.2150 -0.0653 -0.01
H -1.1328 1.1193 1.6831 0.39
C 1.3621 -0.9360 -0.4466 0.01
O 0.4359 -1.0402 0.3212 -0.39
H 1.8161 -0.0730 -0.9575 0.19
H 2.0628 -1.6877 -0.9454 0.21
```

- Kohn-Sham gap: 0.37359 Ha
- Structure (SMILES): O=CI.C=O
- F_max: 2.17 eV Å⁻¹
- Total charge: 0

=====

Record 11
C2H3IO2 | ωB97M-V/def2-TZVPD

The geometry in XYZ format:
```
8
Properties=species:S:1:pos:R:3:mulliken_charge:R:1
C 0.3609 -0.1311 0.5216 0.84
C -0.4226 1.0622 0.2067 -0.82
O 1.1977 -0.7804 0.8978 -0.24
O -0.2835 -1.5867 -1.1246 -0.78
I 1.0914 -2.8417 -0.9182 0.11
H -1.4935 0.9528 0.3730 0.29
H -0.0964 1.9664 0.9062 0.31
H -0.3539 1.3585 -0.8623 0.28
```

- Kohn-Sham gap: 0.27146 Ha
- F_max: 3.72 eV Å⁻¹
- Total charge: 0

=====

Record 12
C2H3IO2 | ωB97M-V/def2-TZVPD

The geometry in XYZ format:
```
8
Properties=species:S:1:pos:R:3:mulliken_spin:R:1
C -0.2345 0.3696 0.2966 0.03
C 0.7505 -0.6519 0.4858 0.02
O -0.6584 1.2935 0.8555 0.00
O -1.0208 0.1230 -1.3166 0.45
I -1.9061 1.7423 -1.7881 1.51
H 1.3095 -0.4825 1.2959 0.00
H 0.1715 -1.7117 0.4809 0.00
H 1.5884 -0.6822 -0.3100 0.00
```

- Kohn-Sham gap (alpha / beta): 0.23982 / 0.25138 Ha
- Spin multiplicity: 3
- <S²>: 2.0099
- F_max: 6.22 eV Å⁻¹
- Total charge: 0

=====

no.,energy (eV)
1,-8925.8959
2,-21814.0145
3,-12714.5199
4,-13197.9663
5,-13196.8717
6,-15249.4697
7,-24584.3425
8,-12264.0667
9,-14312.4081
10,-14316.3331
11,-14314.3574
12,-14313.0232